{"formula": "C11H21Br4ClFN4O", "method": "ωB97M-V/def2-TZVPD", "energy_ha": -11581.77962, "total_charge": 1, "homo_lumo_gap_ev": 9.17, "largest_force_ev_per_a": 0.6, "homo_ev": -11.92, "symbols": ["C", "O", "C", "N", "C", "N", "C", "N", "F", "N", "C", "C", "C", "Cl", "H", "H", "H", "H", "H", "H", "H", "H", "H", "H", "H", "H", "H", "Br", "C", "C", "Br", "H", "H", "H", "H", "Br", "C", "C", "Br", "H", "H", "H", "H"], "positions_angstrom": [[-2.6142, -2.0493, -0.4822], [-2.2882, -0.8276, 0.1800], [-1.2144, -0.1580, -0.3715], [0.0114, -0.7149, 0.2144], [1.2722, -0.5825, -0.1644], [2.2798, -1.1866, 0.4963], [3.3904, -0.8283, -0.0983], [3.1041, -0.0350, -1.1080], [3.9267, 0.5731, -1.9540], [1.7460, 0.1578, -1.1983], [1.2212, 1.0655, -2.2202], [1.4054, 0.5465, -3.6527], [0.3534, -0.4372, -4.1386], [-1.2906, 0.2298, -4.0572], [-3.2712, -1.8510, -1.3294], [-3.1078, -2.6968, 0.2351], [-1.7178, -2.5565, -0.8483], [-1.1976, -0.2611, -1.4557], [-1.3152, 0.8939, -0.1043], [-0.1228, -1.2712, 1.0467], [4.3945, -1.1049, 0.1820], [1.7488, 2.0121, -2.1075], [0.1733, 1.2682, -2.0278], [1.4420, 1.4173, -4.3059], [2.3707, 0.0448, -3.7374], [0.3948, -1.3747, -3.5854], [0.5345, -0.6770, -5.1826], [-3.4812, 2.6087, 0.7224], [-4.7346, 1.2417, 1.3200], [-6.1620, 1.6566, 1.0832], [-6.7419, 3.0185, 2.3390], [-4.5262, 1.0749, 2.3715], [-4.4874, 0.3497, 0.7513], [-6.8264, 0.8088, 1.2328], [-6.3110, 2.0647, 0.0889], [4.7895, -2.1410, 3.0336], [4.4518, -0.7548, 4.3584], [3.3508, 0.1735, 3.9215], [3.9556, 1.3639, 2.5056], [5.3925, -0.2369, 4.5119], [4.1688, -1.2768, 5.2689], [3.0368, 0.8185, 4.7382], [2.4954, -0.3662, 3.5284]], "forces_ev_per_a": [[0.0862, -0.0754, -0.1737], [0.0049, -0.0725, 0.1587], [-0.2262, 0.2358, 0.0538], [0.0470, -0.1562, -0.1361], [-0.0522, 0.1650, -0.0524], [-0.1963, -0.2507, 0.2255], [0.1900, -0.0724, 0.2563], [0.0104, -0.0439, -0.0921], [0.0168, 0.1703, -0.0895], [-0.0543, -0.0772, 0.0008], [0.1242, 0.2772, -0.5415], [-0.0433, -0.0902, 0.2115], [0.3580, -0.0722, -0.1289], [-0.1500, 0.0472, 0.0835], [-0.0583, -0.0043, -0.0079], [-0.0860, 0.0316, 0.0276], [0.0389, -0.0135, 0.0634], [0.1082, -0.0508, -0.1447], [-0.0168, 0.0208, 0.0287], [0.0198, 0.0213, 0.0571], [0.0422, 0.0041, -0.0045], [0.0274, -0.0112, 0.0862], [-0.0447, -0.1181, 0.2352], [-0.0845, -0.0045, -0.0522], [0.0673, 0.0789, -0.0867], [-0.1932, 0.0359, 0.1279], [0.0272, 0.0010, -0.0129], [0.0245, 0.0110, 0.0261], [0.0114, -0.0057, -0.0468], [-0.0771, 0.0750, 0.1057], [0.0314, -0.0075, -0.0504], [-0.0055, -0.0064, 0.0171], [0.0018, 0.0067, -0.0262], [0.0195, -0.0244, 0.0079], [0.0028, -0.0286, -0.0318], [0.0507, 0.0120, 0.0347], [-0.0074, -0.0778, -0.0382], [0.0226, -0.0039, -0.0406], [-0.0485, 0.0751, -0.0880], [0.0054, 0.0171, 0.0233], [-0.0274, -0.0189, -0.0085], [0.0529, 0.0169, 0.0127], [-0.0199, -0.0165, 0.0097]]}

***

{"formula": "C11H22BO5S", "method": "ωB97M-V/def2-TZVPD", "energy_ha": -1231.70904, "total_charge": -1, "homo_lumo_gap_ev": 5.79, "largest_force_ev_per_a": 0.6, "homo_ev": -3.86, "symbols": ["C", "C", "O", "C", "O", "C", "C", "C", "C", "C", "O", "B", "S", "O", "H", "H", "H", "H", "H", "H", "H", "H", "H", "H", "H", "H", "H", "H", "H", "H", "C", "C", "O", "C", "H", "H", "H", "H", "H", "H"], "positions_angstrom": [[0.3187, -2.6139, 2.4295], [0.8977, -1.2999, 1.9574], [0.0020, -0.6495, 1.0430], [0.4764, -0.4190, -0.2178], [1.1628, -1.2145, -0.7977], [-0.0054, 0.9105, -0.7336], [0.4199, 1.2546, -2.1615], [0.7979, 2.7330, -2.3518], [1.9536, 2.9410, -3.3144], [1.5872, 2.8480, -4.8095], [2.3470, 3.8310, -5.4628], [3.2005, 4.4603, -4.4410], [4.9569, 3.4605, -4.2865], [2.4834, 4.2380, -3.1785], [0.9798, -3.0662, 3.1710], [-0.6533, -2.4613, 2.8947], [0.2147, -3.2989, 1.5883], [1.0421, -0.6177, 2.7969], [1.8654, -1.4501, 1.4783], [-1.0940, 0.8852, -0.6255], [0.3405, 1.6668, -0.0240], [-0.3986, 1.0051, -2.8402], [1.2541, 0.6127, -2.4507], [-0.0711, 3.2718, -2.7451], [1.0528, 3.2018, -1.3978], [2.7367, 2.2011, -3.0902], [1.7666, 1.8404, -5.2080], [0.5150, 3.0723, -4.9447], [3.4623, 5.6228, -4.6611], [5.2823, 3.5091, -5.5837], [-4.0887, -3.4661, 3.5310], [-3.2827, -3.4536, 4.8081], [-2.1331, -3.0856, 4.8278], [-3.9893, -3.9249, 6.0577], [-3.4783, -3.1080, 2.7059], [-4.4374, -4.4785, 3.3183], [-4.9701, -2.8309, 3.6382], [-4.3351, -4.9520, 5.9271], [-4.8673, -3.3045, 6.2470], [-3.3120, -3.8707, 6.9061]], "forces_ev_per_a": [[0.0193, 0.0496, -0.0686], [0.0627, -0.3282, 0.0110], [0.2624, 0.5251, 0.0962], [-0.1708, -0.2673, -0.0190], [0.1717, 0.1384, 0.0868], [-0.2155, -0.1324, -0.1269], [-0.0084, 0.0247, -0.0415], [-0.3263, -0.0418, -0.1726], [0.0795, 0.1031, 0.1053], [-0.2689, 0.0333, 0.0167], [0.2627, -0.1147, 0.0436], [-0.3883, 0.2305, -0.0485], [0.2239, -0.0942, 0.0662], [0.1924, -0.1382, -0.0198], [-0.0121, -0.0132, 0.0005], [-0.0063, -0.0410, 0.0191], [-0.0090, -0.0279, -0.0030], [-0.1063, 0.0594, -0.0129], [-0.0640, -0.0177, -0.0986], [-0.0015, 0.1257, 0.0570], [0.0380, -0.0565, 0.0222], [0.0605, -0.0938, -0.0545], [0.0657, 0.0350, 0.1028], [0.0335, 0.1483, 0.1338], [0.1389, -0.0737, -0.0072], [-0.0281, -0.0158, 0.0082], [0.1022, 0.0399, -0.0420], [0.0028, -0.0543, 0.0025], [-0.0693, -0.0170, -0.0425], [-0.0182, 0.0128, -0.0454], [0.0668, 0.0263, -0.0189], [-0.0432, -0.0017, -0.0558], [-0.0227, -0.0111, 0.0849], [0.0714, 0.0166, 0.0241], [-0.0046, 0.0001, -0.0007], [-0.0258, 0.0041, 0.0140], [-0.0164, -0.0217, 0.0082], [-0.0267, 0.0081, -0.0102], [-0.0177, -0.0174, -0.0148], [-0.0043, -0.0012, 0.0003]]}

***

{"formula": "C11H22Cl2CoIO4P2", "method": "ωB97M-V/def2-TZVPD", "energy_ha": -4016.18335, "multiplicity": 5, "total_charge": 2, "homo_lumo_gap_ev": [6.75, 5.30], "largest_force_ev_per_a": 8.2, "homo_ev": [-14.96, -15.08], "symbols": ["C", "C", "H", "H", "H", "O", "I", "Co", "P", "C", "C", "H", "H", "H", "H", "H", "H", "C", "H", "H", "H", "P", "C", "C", "H", "H", "H", "C", "H", "H", "H", "H", "H", "H", "C", "O", "Cl", "C", "Cl", "C", "O", "O", "H"], "positions_angstrom": [[-0.0245, 0.1473, -5.4929], [-0.0043, 0.4943, -4.0425], [-0.0148, 1.0681, -6.0958], [-0.9399, -0.4396, -5.6751], [0.8690, -0.4613, -5.7150], [-0.0126, 1.5061, -3.4088], [0.0175, -1.4177, -2.2942], [-0.1141, -0.1464, -0.1538], [2.2546, 0.2983, 0.1273], [2.9546, 1.3135, 1.4383], [2.7168, -1.3927, 0.6479], [3.7290, -1.6799, 0.3110], [4.1186, 0.5798, -1.4125], [1.9601, -2.1011, 0.2524], [2.5885, 0.0548, -2.2330], [2.5755, 0.9294, 2.4030], [2.6886, -1.4118, 1.7587], [3.0274, 0.6940, -1.4467], [4.0502, 1.2410, 1.4516], [2.8249, 1.7506, -1.6727], [2.6365, 2.3560, 1.3274], [-2.3181, 0.2509, 0.2281], [-2.9376, 1.3310, 1.4941], [-3.1072, 0.4507, -1.3928], [-2.2646, -2.1526, 0.4381], [-3.8703, -1.5545, 0.9814], [-2.4614, -1.3469, 2.0012], [-2.7979, -1.3527, 0.9534], [-2.7453, -0.3084, -2.1157], [-4.2109, 0.4265, -1.3650], [-4.0363, 1.3776, 1.5394], [-2.5214, 2.3389, 1.3793], [-2.8277, 1.4307, -1.8142], [-2.6303, 0.9578, 2.4873], [0.0358, 1.6078, -0.3839], [0.0086, 2.7734, -0.2663], [-1.6447, -0.8225, 4.5044], [-0.0793, -1.6653, 4.1663], [-0.3387, -3.3492, 3.6686], [0.6076, -0.8632, 3.0153], [1.6028, -0.2530, 3.4471], [0.1402, -1.0037, 1.8560], [0.4950, -1.6556, 5.1031]], "forces_ev_per_a": [[0.0910, -0.9581, 0.3261], [-0.0646, 4.7985, 2.1247], [-0.0451, -0.1231, 0.4952], [0.3870, 0.0825, -0.0682], [-0.4284, 0.0778, 0.0288], [0.0565, -4.0191, -2.2961], [0.0092, -0.3381, -1.2928], [0.5433, -3.8922, 2.3721], [2.6330, -0.8850, 1.5024], [-0.4455, 0.7278, 0.1763], [-0.3075, -0.5775, -0.0300], [-0.4221, 0.2717, -0.0954], [-0.2544, -0.1581, 0.1792], [0.6939, 0.1136, 0.3100], [0.4303, 0.3337, 0.3089], [0.0528, 0.1053, -0.5453], [-0.0491, 0.0662, -0.7832], [-0.3591, 0.3333, -0.6065], [-0.1719, 0.0014, -0.3616], [0.0074, -0.2243, -0.0767], [0.2681, -0.0527, 0.0019], [-2.3573, -1.3699, 0.7400], [0.1035, 1.2710, 0.6937], [-0.1566, 0.4887, -0.7346], [-0.2411, -0.2185, 0.0687], [-0.0512, 0.2464, -0.4198], [0.0999, 0.0295, -0.3898], [0.5576, -0.3449, 0.1028], [-0.2776, 0.2748, 0.6659], [0.4576, -0.1079, 0.2723], [0.2775, -0.0299, -0.4243], [-0.3210, -0.0295, 0.0811], [-0.0694, -0.2012, 0.1861], [0.1869, -0.0242, -0.5272], [-0.3719, 8.2231, -0.2627], [0.3130, -4.5260, -0.3986], [0.2951, -0.2504, 0.0061], [-0.6982, -0.0377, -0.4707], [-0.0352, 0.2344, 0.1391], [1.9037, -0.0704, 3.9315], [-1.4188, -0.4603, -1.4464], [-0.6911, 1.0782, -2.8394], [-0.1303, 0.1410, -0.6434]]}

***

{"formula": "C11H22Cl2OTi", "method": "ωB97M-V/def2-TZVPD", "energy_ha": -2277.44295, "multiplicity": 2, "total_charge": -1, "homo_lumo_gap_ev": [5.05, 5.70], "largest_force_ev_per_a": 4.6, "homo_ev": [-2.08, -2.73], "symbols": ["Ti", "Cl", "Cl", "C", "H", "H", "C", "C", "H", "C", "H", "C", "H", "H", "C", "H", "H", "C", "H", "H", "H", "H", "C", "C", "O", "C", "C", "H", "H", "H", "H", "H", "H", "H", "H", "H", "H"], "positions_angstrom": [[0.4675, -0.0004, -0.0596], [-0.1131, -2.2219, -0.2267], [1.4825, 1.9652, 0.6429], [1.9182, -0.2508, -1.2547], [2.7348, 0.4734, -1.2725], [2.1242, -1.2533, -1.6300], [-0.6669, 0.6054, -1.6048], [0.6483, 0.3901, -2.1514], [-0.9935, 0.8394, -0.5318], [0.5874, -0.5904, -3.4181], [1.0680, 1.3321, -2.5439], [-0.5178, -0.1929, -4.3731], [1.5896, -0.5544, -3.8656], [0.3950, -1.5807, -2.9883], [-1.8622, -0.0486, -3.6793], [-0.2321, 0.7734, -4.8025], [-0.5770, -0.9197, -5.1824], [-1.7385, 0.9959, -2.5595], [-2.6361, 0.2089, -4.4085], [-2.1281, -1.0129, -3.2273], [-1.4659, 1.9820, -2.9915], [-2.7153, 1.1168, -2.0709], [2.0647, -1.1219, 2.5818], [0.5693, -1.2078, 2.8232], [-0.1567, -0.2608, 1.9585], [-0.8170, 0.8643, 2.5823], [-2.0632, 0.4196, 3.3253], [2.3520, -1.4834, 1.5840], [2.5437, -1.7646, 3.3244], [2.4359, -0.1001, 2.7261], [0.1548, -2.1831, 2.5297], [0.3028, -0.9764, 3.8693], [-0.0991, 1.3757, 3.2449], [-1.0733, 1.5523, 1.7601], [-1.8205, -0.2868, 4.1259], [-2.5050, 1.3167, 3.7650], [-2.7921, -0.0279, 2.6398]], "forces_ev_per_a": [[-1.9415, -1.2386, 1.7564], [-0.2298, -1.7975, 0.2916], [0.7225, 1.3958, 0.7331], [0.3923, 0.8458, -1.8786], [0.1587, -0.3090, -0.3458], [0.2831, 0.1528, -0.0125], [-2.6494, -0.4090, 2.1039], [3.7189, -0.6336, -2.6325], [0.0189, 1.1116, -1.2930], [-0.1950, 0.5447, 1.5236], [0.2217, 0.2009, -0.0552], [0.3126, 0.0805, -0.1775], [-0.3411, -0.1501, -0.1426], [0.0969, -0.0040, -0.2380], [0.1768, 0.0235, 0.1502], [-0.1377, 0.0722, -0.2202], [-0.0353, -0.0373, -0.2494], [-0.1835, -0.0694, -0.2016], [-0.0465, 0.1112, 0.0083], [-0.0532, 0.1382, 0.0011], [-0.2735, -0.1140, -0.2513], [0.2554, 0.0009, 0.0856], [0.0033, 0.0189, 0.2331], [-0.8990, 0.5472, -0.5052], [0.0060, 0.0657, 1.1290], [0.3848, -0.4081, 0.0195], [0.0698, 0.1801, -0.0890], [-0.2137, 0.1755, 0.2096], [0.1274, -0.0645, -0.0347], [-0.1294, -0.1782, -0.1430], [0.2820, 0.2151, 0.2430], [0.1684, -0.0955, -0.3496], [-0.2296, -0.0745, -0.2094], [0.2378, -0.2730, 0.3688], [-0.1428, 0.0785, -0.1050], [-0.1339, -0.1019, 0.1279], [0.1975, -0.0008, 0.1491]]}